1.
Below is a structure of composition C26H54BeF3N3O8S5, with properties calculated with the ωB97M-V functional and the def2-TZVPD basis.

Structure (XYZ):
```
100
C26H54BeF3N3O8S5 the ωB97M-V functional and the def2-TZVPD basis
S 2.754 0.669 5.767
S -0.415 5.199 2.980
S 2.334 -1.697 -3.679
S -4.321 -0.798 -0.263
S -2.055 3.418 -2.557
F -0.218 -4.923 -0.919
F -1.842 -4.555 0.429
F -1.822 -6.387 -0.845
O 1.613 0.674 6.778
O 0.396 0.585 -0.898
O 1.065 -0.818 -3.664
O -2.969 -0.513 -0.898
O -1.839 -2.939 -2.432
O 1.036 5.585 3.248
O -1.435 2.071 -2.941
O -3.628 -4.245 -1.956
N 6.405 0.107 0.576
N 2.047 2.203 -2.751
N -0.832 -1.424 4.997
C -1.090 6.204 1.662
C 2.128 -0.051 4.179
C -0.330 3.535 2.195
C 5.930 1.152 1.382
C -3.103 3.287 -1.087
C 3.423 2.408 -2.736
C -0.037 -1.261 0.669
C 2.936 2.382 5.052
C -5.915 -5.145 -1.799
C 1.528 2.944 -3.754
C 3.730 3.299 -3.783
C -4.977 0.641 0.598
C 1.779 -3.315 -4.414
C -2.234 -4.262 -2.074
C -0.822 4.524 -1.791
C 2.555 3.583 -4.426
C -1.506 -5.036 -0.812
C -4.397 -5.452 -1.762
C -0.794 -2.283 4.222
C -0.800 -3.415 3.303
C 4.232 0.215 0.368
C 2.650 -2.492 -2.031
C -3.828 -1.840 1.284
C 0.119 0.285 0.391
C 5.321 -0.550 0.065
C 4.586 1.212 1.303
Be -1.166 -0.396 -2.634
H -0.085 4.737 -2.565
H 0.874 -1.855 0.746
H 4.675 3.789 -3.965
H -0.284 3.999 -1.001
H 0.354 3.591 1.349
H 0.490 2.933 -4.052
H -1.269 3.055 1.920
H 1.598 1.604 -2.073
H 0.831 0.764 1.063
H 0.721 -3.525 -4.261
H -4.256 -6.119 -2.613
H -6.516 -6.051 -1.712
H -0.850 0.678 0.698
H 3.998 1.846 -2.014
H -5.787 0.414 1.292
H -0.615 -1.848 -0.046
H -1.519 -3.217 2.507
H 0.139 -3.395 2.749
H 7.366 -0.189 0.480
H -1.889 -4.861 -2.917
H -6.272 -4.424 -1.064
H 3.491 2.300 4.118
H -2.642 2.651 -0.330
H -4.164 -5.975 -0.834
H -1.282 5.423 -1.382
H -1.079 7.250 1.969
H -0.599 -1.373 1.596
H 3.207 -0.043 0.146
H 2.946 0.032 3.463
H 2.708 -1.691 -1.294
H -2.108 5.862 1.479
H -4.060 2.851 -1.372
H -5.963 -4.726 -2.804
H 1.911 2.651 4.797
H 2.070 -3.474 -5.453
H -3.189 -1.183 1.874
H 3.960 1.931 1.811
H -3.283 -2.687 0.869
H -1.012 -4.268 3.946
H 0.160 2.850 2.887
H -5.246 1.425 -0.110
H -3.373 4.301 -0.792
H 1.980 -1.123 4.304
H 1.195 0.351 3.783
H 3.480 3.081 5.688
H -4.128 1.062 1.135
H -4.645 -2.154 1.935
H 1.782 -3.043 -1.666
H 2.622 4.210 -5.303
H 3.512 -3.117 -1.799
H 5.521 -1.401 -0.569
H 2.293 -4.115 -3.881
H 6.594 1.736 2.003
H -0.557 6.094 0.718
```

Properties
**Energy relative to the best compared isomer or geometry (same formula, charge and spin)**: 47.0 kcal per mole
**Molecular weight**: 763.07 g mol⁻¹
**Kohn-Sham gap**: 5.34 eV
**2S+1**: 1

---

2.
Below is a cluster of 13 separate species, C26H54N8O5S5 in total, with properties calculated with the ωB97M-V functional and the def2-TZVPD basis.

Structure (XYZ):
```
98
C26H54N8O5S5 the ωB97M-V functional and the def2-TZVPD basis
S -15.908 -1.566 -3.711
S -13.867 0.674 -7.729
S -19.576 -4.137 -8.076
S -17.733 6.391 -3.875
S -17.621 1.420 -7.374
O -12.369 0.700 -7.703
O -17.560 0.250 -8.298
O -18.383 7.255 -4.909
O -19.637 -4.921 -9.347
O -16.492 -2.042 -4.997
N -21.854 3.460 -7.679
N -20.131 3.424 -12.272
N -15.792 4.497 -9.002
N -16.230 1.568 -12.268
N -24.303 -1.704 -7.672
N -23.438 1.255 -1.913
N -21.068 0.267 -9.982
N -19.935 5.951 -9.549
C -20.173 6.279 -6.982
C -18.288 0.239 -11.359
C -22.337 3.859 -8.631
C -17.316 -1.392 -2.594
C -14.289 0.835 -9.487
C -19.135 3.955 -12.033
C -18.751 -2.578 -8.532
C -23.790 -0.700 -7.478
C -17.700 4.701 -4.515
C -18.713 2.650 -8.120
C -18.786 0.951 -6.069
C -13.572 4.857 -7.651
C -19.033 6.114 -2.642
C -17.134 0.992 -11.849
C -21.745 0.629 -10.827
C -22.796 1.737 -2.724
C -14.392 -1.053 -7.521
C -21.220 -3.395 -7.871
C -20.042 6.156 -8.424
C -22.027 2.393 -3.770
C -22.886 4.439 -9.846
C -15.221 -2.998 -2.842
C -14.817 4.672 -8.415
C -23.157 0.592 -7.240
C -17.835 4.578 -11.751
C -22.618 1.075 -11.905
H -13.744 0.055 -10.017
H -18.982 3.401 -7.382
H -17.903 5.661 -11.710
H -15.362 0.699 -9.617
H -22.080 4.438 -10.587
H -21.194 6.127 -6.622
H -23.265 5.437 -9.645
H -17.040 -1.075 -1.586
H -20.000 7.304 -6.663
H -21.573 -2.913 -8.778
H -18.681 4.315 -4.811
H -18.007 -2.234 -2.572
H -14.386 -3.397 -3.415
H -17.414 3.981 -3.740
H -18.313 0.392 -5.267
H -23.687 3.842 -10.279
H -21.117 -2.669 -7.058
H -13.984 1.820 -9.830
H -13.875 5.464 -6.799
H -19.521 5.578 -6.490
H -17.928 -0.731 -11.025
H -22.030 3.453 -3.503
H -22.463 2.320 -4.764
H -17.911 -0.554 -2.976
H -18.235 3.101 -8.986
H -23.643 0.811 -11.662
H -16.996 4.635 -5.342
H -14.848 -2.644 -1.880
H -22.556 2.153 -12.052
H -18.658 0.780 -10.494
H -20.006 6.203 -3.133
H -17.377 4.151 -10.867
H -23.347 0.878 -6.204
H -19.366 -2.178 -9.334
H -17.241 4.340 -12.637
H -13.866 -1.674 -8.243
H -22.076 0.502 -7.324
H -19.588 2.088 -8.453
H -15.974 -3.773 -2.721
H -14.013 -1.243 -6.519
H -22.250 0.691 -12.856
H -21.897 -4.173 -7.527
H -15.476 -1.064 -7.600
H -18.882 -1.908 -7.677
H -19.007 6.949 -1.946
H -23.586 1.346 -7.889
H -12.814 5.362 -8.241
H -13.218 3.857 -7.402
H -19.576 0.393 -6.577
H -18.971 5.113 -2.220
H -17.689 -2.700 -8.697
H -21.005 2.035 -3.870
H -19.037 0.200 -12.144
H -19.257 1.842 -5.646
```

Properties
**Molecular weight**: 719.10 g mol⁻¹
**Kohn-Sham gap**: 7.99 eV
**2S+1**: 1

---

3.
Below is a cluster of 7 separate species, C26H54O8Si in total, with properties calculated with the ωB97M-V functional and the def2-TZVPD basis.

Structure (XYZ):
```
89
C26H54O8Si the ωB97M-V functional and the def2-TZVPD basis
Si 1.379 -2.176 1.804
O 4.753 2.072 1.340
O -4.364 -3.378 0.895
O 4.213 -1.208 0.800
O 1.127 3.501 -6.393
O -1.610 -3.110 4.256
O -3.783 0.548 3.181
O 5.374 -2.670 2.354
O 1.864 0.256 -3.436
C 5.815 2.617 0.546
C -3.829 -3.442 5.010
C 5.496 4.081 0.333
C -4.900 1.438 3.056
C 0.314 4.498 -7.026
C -4.343 2.845 3.062
C -3.381 -4.810 -0.714
C 2.628 1.343 -3.976
C 3.962 3.155 1.850
C -2.577 1.300 2.986
C 2.907 -3.404 1.806
C -2.986 2.650 2.439
C -5.147 -3.316 -0.305
C 0.563 2.211 -6.669
C -2.935 -2.569 4.157
C 2.591 -0.310 -2.336
C -0.626 3.770 -7.961
C 4.740 4.426 1.590
C -4.269 -3.824 -1.428
C -3.178 -4.139 0.627
C -2.883 -3.907 6.086
C 3.735 1.635 -2.987
C -1.588 -4.071 5.320
C 3.985 0.277 -2.383
C 4.240 -2.432 1.667
C -0.810 2.449 -7.258
H -4.230 3.198 4.094
H 5.446 4.607 2.409
H 0.804 -2.286 0.450
H 4.840 4.198 -0.538
H 5.893 2.064 -0.395
H 6.388 4.693 0.174
H -2.443 -5.014 -1.235
H -0.707 -3.905 5.947
H 0.425 -2.581 2.833
H 2.592 -1.401 -2.418
H 6.749 2.491 1.104
H 1.220 1.706 -7.386
H -2.906 -1.542 4.537
H -3.201 -4.826 6.586
H 3.033 1.019 -4.941
H -1.548 2.556 -6.454
H 4.618 2.077 -3.454
H -3.247 -2.546 3.110
H 4.099 5.305 1.490
H 3.374 2.324 -2.214
H -4.976 3.557 2.526
H 2.786 -4.158 0.902
H -0.140 3.609 -8.930
H -3.010 -4.857 1.434
H -4.179 -4.302 4.426
H -1.136 1.642 -7.918
H -6.024 -3.956 -0.165
H -4.840 -4.262 -2.251
H 0.953 5.216 -7.550
H -1.515 -5.066 4.870
H -3.913 -5.759 -0.580
H -5.487 -2.290 -0.471
H -2.273 3.442 2.681
H 1.906 -0.815 2.070
H 1.976 2.204 -4.143
H -5.604 1.262 3.875
H 0.529 1.619 -5.750
H 2.928 -4.038 2.812
H -1.909 0.758 2.311
H -4.704 -2.911 5.394
H 3.761 2.996 2.913
H -5.403 1.213 2.110
H 3.009 3.155 1.310
H -2.085 1.399 3.960
H 4.163 -0.430 1.460
H 2.072 -0.030 -1.413
H 4.618 -0.316 -3.053
H -0.236 5.029 -6.242
H -2.333 -3.442 0.597
H -3.664 -3.003 -1.830
H -3.083 2.597 1.348
H -2.771 -3.125 6.846
H 4.465 0.313 -1.402
H -1.561 4.310 -8.133
```

Properties
**Molecular weight**: 522.80 g mol⁻¹
**Kohn-Sham gap**: 9.70 eV
**2S+1**: 1
**Structure (SMILES)**: O=C(O)C[SiH3].C1CCOC1.C1CCOC1.C1CCOC1.C1CCOC1.C1CCOC1.C1CCOC1

---

no.,strongest force on any atom (Eh/bohr),HOMO energy (eV)
1,0.068,-7.488
2,0.031,-8.311
3,0.169,-9.167